Record 1
{
  "formula": "C12H21N3O2S",
  "method": "wB97M-V/def2-TZVPD",
  "species": ["C", "C", "C", "N", "C", "N", "N", "C", "S", "H", "C", "H", "H", "C", "H", "H", "C", "O", "H", "C", "O", "C", "C", "C", "H", "H", "H", "H", "H", "H", "H", "H", "H", "H", "H", "H", "H", "H", "H"],
  "coordinates": [[3.655682, 2.651219, -1.259731], [3.023459, 1.495229, -1.301541], [3.718701, 0.166185, -1.199752], [3.337594, -0.527388, 0.006619], [2.419262, -1.529144, 0.202647], [2.359914, -1.862022, 1.452887], [3.249113, -1.066870, 2.092428], [3.882660, -0.227837, 1.235778], [5.050482, 0.870619, 1.573428], [3.400825, -1.141005, 3.083947], [1.599977, -2.152875, -0.865859], [1.284069, -3.136394, -0.519137], [2.201561, -2.268468, -1.769345], [0.341023, -1.333875, -1.182043], [0.594769, -0.287868, -1.355207], [-0.121342, -1.736266, -2.083958], [-0.675750, -1.434120, -0.046232], [-1.205630, -2.737957, -0.055650], [-1.943707, -2.742988, 0.566493], [-1.805277, -0.407341, -0.208878], [-2.721813, -0.635589, 0.838683], [-3.966087, 0.013756, 0.697195], [-3.904672, 1.532088, 0.877767], [-5.302350, 2.135934, 0.908739], [-5.832132, 1.920263, -0.016638], [-5.877637, 1.727042, 1.735994], [-5.245716, 3.214740, 1.028895], [-3.382459, 1.750122, 1.811291], [-3.335398, 1.977600, 0.059306], [-4.595397, -0.422874, 1.477600], [-4.404519, -0.226699, -0.283923], [-2.300646, -0.550508, -1.181284], [-1.395092, 0.610612, -0.165625], [-0.178178, -1.244983, 0.918115], [3.473139, -0.465485, -2.057355], [4.800520, 0.325937, -1.155377], [1.945103, 1.453706, -1.385917], [3.130239, 3.588603, -1.321365], [4.725700, 2.704914, -1.152988]],
  "forces_ev_per_a": [[0.0, 0.1, -0.1], [0.0, -0.2, -0.1], [0.1, 0.3, -0.3], [0.0, -0.2, 0.9], [0.0, -0.3, 0.2], [-0.6, -0.6, 0.0], [0.1, 0.4, -0.9], [-0.1, -0.2, 0.2], [0.6, 0.5, 0.2], [0.0, 0.1, -0.1], [-0.2, 0.1, -0.1], [0.1, 0.0, 0.0], [0.0, -0.1, 0.0], [-0.2, -0.2, 0.3], [0.0, 0.1, -0.1], [0.0, 0.1, -0.1], [-0.1, 0.7, -0.1], [-0.1, -0.3, 0.0], [0.0, 0.0, 0.0], [0.3, -0.2, 0.0], [0.2, -0.1, 0.0], [-0.1, 0.3, 0.1], [0.0, -0.3, 0.0], [0.2, -0.1, 0.0], [-0.1, 0.0, -0.1], [-0.1, 0.0, 0.1], [-0.1, 0.1, 0.0], [0.1, 0.0, 0.0], [0.1, 0.0, 0.0], [-0.1, 0.1, -0.1], [0.0, 0.0, 0.1], [0.0, 0.0, 0.0], [0.0, -0.1, 0.0], [-0.1, 0.0, -0.1], [0.1, 0.0, 0.1], [-0.1, -0.1, -0.1], [-0.1, 0.1, 0.0], [-0.2, 0.2, 0.0], [0.2, -0.1, 0.1]],
  "e_homo_ev": -7.863,
  "smiles": "C=CCn1c(CC[C@H](O)COCCC)n[nH]c1=S",
  "lumo_ev": 0.736,
  "de_lowest_kcal_mol": 26.30,
  "homo_lumo_gap_ev": 8.6
}

Record 2
{
  "formula": "C3H4F2",
  "method": "wB97M-V/def2-TZVPD",
  "species": ["C", "C", "C", "H", "H", "H", "H", "F", "F"],
  "coordinates": [[-1.104560, 0.057651, 0.334568], [0.289844, -0.305239, 0.453821], [1.336936, 0.277458, -0.350557], [-1.647248, 0.108970, 1.355837], [0.428985, -1.459082, 0.554922], [1.251136, 1.245997, -0.832253], [2.273818, -0.587007, -0.736453], [-1.155986, 1.397570, -0.164189], [-1.672927, -0.736314, -0.615692]],
  "forces_ev_per_a": [[-0.9, 2.9, 1.1], [5.3, -1.8, -4.1], [-1.1, -5.0, 1.3], [0.2, -0.5, -2.0], [-0.2, 2.2, 0.5], [0.2, -0.1, 0.2], [-2.8, 3.3, 1.6], [-0.4, -1.4, 0.5], [-0.3, 0.3, 0.8]],
  "e_homo_ev": -10.223,
  "smiles": "C=CC(F)F",
  "lumo_ev": 0.435,
  "de_lowest_kcal_mol": 43.40,
  "homo_lumo_gap_ev": 10.7
}

Record 3
{
  "formula": "C5H5N",
  "method": "wB97M-V/def2-TZVPD",
  "species": ["C", "C", "C", "C", "C", "N", "H", "H", "H", "H", "H"],
  "coordinates": [[0.972895, 1.069290, -2.036150], [0.282360, 1.973274, -1.037208], [0.535758, 0.723450, -0.664550], [0.432816, -0.282772, 0.340664], [-0.917658, -1.057313, 0.247055], [1.231524, -0.344505, 1.327149], [0.000703, 2.941774, -0.767037], [-1.005771, -1.452700, -0.678050], [-0.771564, -1.919364, 0.884475], [-1.840030, -0.533518, 0.392971], [1.078967, -1.117616, 1.990683]],
  "forces_ev_per_a": [[-1.9, 1.4, 3.3], [2.2, -2.9, -2.2], [0.9, 1.2, -2.2], [-2.2, -0.6, 2.1], [2.3, 0.1, 1.9], [0.7, -0.2, -0.7], [-0.6, 1.2, 0.3], [-0.2, -1.3, -3.3], [-0.5, -0.1, 0.5], [-0.2, 0.7, 0.7], [-0.5, 0.5, -0.5]],
  "e_homo_ev": -9.504,
  "smiles": "[H]/N=C(\\C)C1=C=C1",
  "lumo_ev": 0.895,
  "de_lowest_kcal_mol": 112.96,
  "homo_lumo_gap_ev": 10.4
}

Record 4
{
  "formula": "C2H7N5",
  "method": "wB97M-V/def2-TZVPD",
  "species": ["N", "C", "N", "N", "C", "N", "N", "H", "H", "H", "H", "H", "H", "H"],
  "coordinates": [[0.497320, 1.384376, 0.434720], [-0.561403, 0.742492, 0.184798], [1.721459, 0.831133, 0.659849], [-1.750402, 1.474677, 0.030073], [0.015540, -1.624404, -0.450939], [-0.796174, -0.645769, 0.012693], [1.228208, -1.446295, -0.780376], [2.431897, 1.514915, 0.425466], [1.868554, -0.073579, 0.194371], [-1.573853, 2.455470, 0.202285], [-2.511453, 1.144736, 0.612160], [-1.777756, -0.880846, 0.047737], [1.714347, -2.286008, -1.071768], [-0.506282, -2.590899, -0.501069]],
  "forces_ev_per_a": [[-0.4, 0.2, -0.2], [0.5, 0.1, 0.0], [0.5, -0.3, 0.3], [-0.5, 0.1, -0.3], [0.3, -0.7, -0.2], [-0.6, 0.4, 0.4], [0.2, -0.1, -0.2], [-0.2, -0.2, 0.1], [0.0, 0.4, -0.1], [0.0, -0.1, 0.1], [0.1, 0.1, 0.0], [0.2, -0.1, 0.0], [-0.3, -0.1, 0.0], [0.1, 0.2, 0.0]],
  "e_homo_ev": -7.572,
  "smiles": "[H]/N=C/N/C(N)=N\\N",
  "lumo_ev": 0.728,
  "de_lowest_kcal_mol": 24.81,
  "homo_lumo_gap_ev": 8.3
}